This record from OMol25 describes a molecular structure, C68H57BNaO2P4Si. The level of theory is ωB97M-V/def2-TZVPD.

Geometry (Å):
1 P -2.313 2.648 -1.472
2 P -1.406 -4.869 2.641
3 P -0.563 -1.966 1.585
4 P 2.134 2.181 -0.857
5 Si -0.249 2.376 1.273
6 Na -0.463 0.268 -0.784
7 O -1.379 -2.177 -3.523
8 O 0.542 -1.008 -3.921
9 C -0.691 4.061 0.352
10 C 4.006 0.263 0.172
11 C 0.222 -1.725 -5.024
12 C -4.364 3.727 -3.178
13 C 1.924 3.382 3.012
14 C -6.120 4.030 -1.053
15 C 2.210 0.047 3.737
16 C 0.337 -3.584 -0.444
17 C 3.980 2.820 -2.939
18 C 0.718 -4.859 4.439
19 C 0.869 -1.790 -6.238
20 C -0.129 -1.316 4.344
21 C 1.554 2.929 1.740
22 C -1.429 1.270 -5.209
23 C -4.858 3.500 -0.844
24 C 1.496 -0.589 2.739
25 C 2.313 -4.948 -0.461
26 C 3.459 -1.511 -1.894
27 C -3.038 -6.892 3.571
28 C -0.359 3.149 -3.473
29 C 0.576 -0.661 5.346
30 C -0.390 6.487 0.217
31 C 2.639 -4.484 0.806
32 C -5.414 -6.828 3.912
33 C -1.505 -3.255 -5.741
34 C 0.308 -2.611 -7.219
35 C -0.945 -2.441 -4.781
36 C 3.167 5.472 -3.001
37 C 4.341 -1.874 -0.886
38 C 1.355 -4.641 5.652
39 C 4.106 5.016 -3.921
40 C -0.757 -4.100 6.655
41 C -0.256 1.935 -5.546
42 C -1.742 5.381 -1.411
43 C -0.161 5.269 0.832
44 C 2.554 2.933 0.757
45 C -1.508 4.152 -0.785
46 C 4.511 3.691 -3.884
47 C -6.514 4.402 -2.332
48 C -5.430 -5.511 3.484
49 C 0.640 -3.134 0.841
50 C -1.527 2.484 -3.119
51 C 1.164 -4.492 -1.088
52 C 3.200 3.853 3.285
53 C -2.046 1.528 -3.997
54 C -3.958 3.351 -1.901
55 C -1.158 2.691 2.941
56 C 1.809 -3.582 1.452
57 C 0.329 -1.303 3.033
58 C 4.610 -0.986 0.146
59 C 0.281 2.869 -4.675
60 C 2.853 -0.265 -1.866
61 C -1.390 -4.311 5.441
62 C -4.249 -4.880 3.109
63 C 3.126 0.641 -0.840
64 C -4.209 -7.519 3.956
65 C 1.748 0.016 5.048
66 C -3.036 -5.559 3.152
67 C -1.181 6.546 -0.925
68 C 2.636 4.606 -2.062
69 C -0.854 -3.330 -6.975
70 C 4.158 3.897 2.280
71 C 0.619 -4.257 6.762
72 C -0.656 -4.682 4.314
73 C -5.634 4.246 -3.392
74 C -1.863 -3.115 2.271
75 C 3.038 3.267 -2.020
76 C 3.829 3.433 1.016
77 B -0.470 -1.233 -2.910
78 H 1.207 3.379 -4.914
79 H 3.446 4.201 4.282
80 H 5.284 -1.271 0.946
81 H 4.214 0.939 0.992
82 H 2.138 -0.008 -2.637
83 H 0.788 -2.687 -8.187
84 H 2.072 -3.216 2.435
85 H -2.102 -7.439 3.600
86 H -2.232 2.551 2.797
87 H 2.294 0.531 5.828
88 H 5.150 4.283 2.482
89 H 2.966 -5.648 -0.969
90 H -0.836 1.956 3.685
91 H 3.108 0.597 3.489
92 H 5.243 3.327 -4.595
93 H 0.465 5.250 1.717
94 H 1.897 4.965 -1.352
95 H -2.601 -3.158 1.464
96 H 1.291 -5.161 3.570
97 H -2.413 -3.808 -5.542
98 H -4.186 -8.550 4.285
99 H 3.549 -4.817 1.290
100 H -6.334 -7.316 4.205
101 H -6.801 4.145 -0.219
102 H -1.337 -3.810 7.523
103 H -0.537 -3.202 -0.959
104 H 0.915 -4.822 -2.088
105 H -3.683 3.615 -4.013
106 H 2.428 -4.763 5.728
107 H 1.849 -0.537 1.715
108 H -1.835 0.516 -5.872
109 H -2.463 -4.184 5.366
110 H 0.204 -0.685 6.363
111 H 1.773 -1.223 -6.419
112 H -1.035 -1.844 4.602
113 H -6.364 -4.965 3.443
114 H -4.555 3.200 0.153
115 H -5.934 4.533 -4.392
116 H 4.797 -2.856 -0.892
117 H 0.048 7.392 0.624
118 H -1.366 7.490 -1.423
119 H -2.374 5.423 -2.291
120 H -2.928 0.965 -3.714
121 H 3.213 -2.205 -2.688
122 H 0.246 1.703 -6.477
123 H 0.070 3.878 -2.801
124 H 1.114 -4.079 7.708
125 H -7.503 4.809 -2.501
126 H -1.266 -3.957 -7.755
127 H 1.188 3.380 3.808
128 H -1.007 3.693 3.356
129 H -4.288 -3.847 2.789
130 H 4.301 1.786 -2.922
131 H -2.353 -2.624 3.116
132 H 4.570 3.448 0.224
133 H 2.843 6.505 -3.022
134 H 4.517 5.690 -4.661

Summary:
HOMO-LUMO gap	5.462	eV
calculated total energy	-125666.1221	eV
relative energy (zero: lowest compared OMol25 entry of this formula, charge and spin)	0.00	kcal per mole
max |F|	0.17	eV/Å
total charge	-1
E_HOMO	-3.5	eV

Atomic partial charges in e from the Löwdin method, atoms 1 to 4: number 1, P, carries 1.086; number 2, P, carries 1.045; number 3, P, carries 1.054; number 4, P, carries 1.093